(1)
The following is a DFT calculation (the ωB97M-V functional and the def2-TZVPD basis) of one molecule with the formula C5H12O3 at a distorted geometry.

Results
* ΔE to the lowest compared entry with this formula, charge and spin: 3.927 eV
* SMILES string: CC(C)[C@H](O)COO
* HOMO: -9.8 eV
* DFT total energy: -11518.8392 eV

Last columns: bonded neighbours and bond lengths (Å).
CARTESIAN COORDINATES (ANGSTROEM)
1 C -0.67246 0.10032 0.14230  C2 1.660, C3 1.502, O8 1.387, H11 1.092
2 C 0.71057 -0.13594 -0.74446  C1 1.660, C4 1.525, C5 1.524, H12 1.094
3 C -0.73385 -1.18420 0.91783  C1 1.502, O6 1.518, H13 1.092, H14 1.090
4 C 0.57345 0.69224 -2.01760  C2 1.525, H15 1.089, H16 1.089, H17 1.089
5 C 1.93843 0.29049 0.05169  C2 1.524, H18 1.089, H19 1.089, H20 1.089
6 O -1.70827 -0.99497 2.06661  C3 1.518, O7 1.423
7 O -3.01998 -0.79151 1.55312  O6 1.423, H9 0.971
8 O -0.68422 1.25061 0.91767  C1 1.387, H10 0.965
9 H -3.10809 0.17527 1.54931  O7 0.971
10 H -0.05486 1.15267 1.64296  O8 0.965
11 H -1.50539 0.19215 -0.55863  C1 1.092
12 H 0.81560 -1.18870 -1.02310  C2 1.094
13 H -1.10597 -2.00975 0.30674  C3 1.092
14 H 0.16767 -1.43340 1.47665  C3 1.090
15 H 1.47755 0.62091 -2.62067  C4 1.089
16 H 0.39669 1.73705 -1.76797  C4 1.089
17 H -0.25558 0.33354 -2.62525  C4 1.089
18 H 2.03224 -0.27031 0.98080  C5 1.089
19 H 2.84044 0.10968 -0.53135  C5 1.089
20 H 1.89601 1.35384 0.28333  C5 1.089

Results of the Löwdin charge analysis, in e, for atoms 1 through 4: atom 1 (C): -0.3602, atom 2 (C): -0.3518, atom 3 (C): -0.1054, atom 4 (C): -0.0857



(2)
The following is a DFT calculation (the ωB97M-V functional and the def2-TZVPD basis) of a 3-piece molecular cluster, C5H12O3 overall at a distorted geometry.

Results
* ΔE to the lowest compared entry with this formula, charge and spin: 5.889 eV
* HOMO (alpha / beta): -6.2 / -6.2 eV
* DFT total energy: -11516.8769 eV

Last columns: bonded neighbours and bond lengths (Å).
CARTESIAN COORDINATES (ANGSTROEM)
1 C -0.19998 -0.13161 -0.25293  C3 1.389, C5 1.495, O6 1.362
2 C -0.82208 -2.14741 0.46297  O7 1.405, H12 1.087, H13 1.094
3 C 0.95361 -0.38992 0.47580  C1 1.389, H14 1.078, H15 1.081
4 C 1.83486 1.48950 -0.19050  O8 1.410, H16 1.087, H17 1.094
5 C -1.27104 0.78570 0.24258  C1 1.495, H18 1.092, H19 1.087, H20 1.092
6 O -0.15590 -0.33631 -1.59891  C1 1.362, H9 0.965
7 O -1.87400 -2.33887 -0.44798  C2 1.405, H10 0.964
8 O 1.14981 2.69613 0.05808  C4 1.410, H11 0.963
9 H -0.72658 0.30210 -2.04309  O6 0.965
10 H -1.48492 -2.39363 -1.32881  O7 0.964
11 H 1.16638 2.86934 1.00490  O8 0.963
12 H -1.23903 -2.01885 1.45869  C2 1.087
13 H -0.06354 -2.93380 0.41219  C2 1.094
14 H 0.92048 -0.22289 1.54075  C3 1.078
15 H 1.68301 -1.07740 0.07203  C3 1.081
16 H 1.95091 1.37760 -1.26585  C4 1.087
17 H 2.79876 1.43030 0.32306  C4 1.094
18 H -2.24387 0.39156 -0.05918  C5 1.092
19 H -1.24068 0.86885 1.32622  C5 1.087
20 H -1.13619 1.77959 -0.19002  C5 1.092

Results of the Löwdin charge analysis, in e, for atoms 1 through 4: atom 1 (C): -0.5317, atom 2 (C): -0.1234, atom 3 (C): -0.0134, atom 4 (C): -0.1443



(3)
The following is a DFT calculation (the ωB97M-V functional and the def2-TZVPD basis) of a 3-piece molecular cluster, C5H12O3 overall at a distorted geometry.

Results
* ΔE to the lowest compared entry with this formula, charge and spin: 3.830 eV
* SMILES string: C/C=C/C=C/O.O.O
* HOMO: -8.4 eV
* DFT total energy: -11518.9364 eV

Last columns: bonded neighbours and bond lengths (Å).
CARTESIAN COORDINATES (ANGSTROEM)
1 C -0.71003 -0.85710 2.69948  C2 1.447, H7 1.098, H8 1.157, H9 1.026
2 C -0.98532 -0.93551 1.28081  C1 1.447, C3 1.358, H10 1.085
3 C -0.13689 -0.86880 0.22239  C2 1.358, C4 1.547, H11 1.096
4 C -0.63112 -0.53391 -1.20458  C3 1.547, C5 1.348, H12 1.027
5 C 0.38485 -0.27418 -2.05210  C4 1.348, O6 1.436, H13 1.050
6 O 0.11620 0.25623 -3.35917  C5 1.436, H14 1.072
7 H -0.68599 0.15528 3.12434  C1 1.098
8 H -1.51042 -1.42084 3.31640  C1 1.157
9 H 0.10515 -1.41241 2.98061  C1 1.026
10 H -1.98488 -1.22542 0.97354  C2 1.085
11 H 0.94327 -0.82418 0.40003  C3 1.096
12 H -1.65630 -0.55924 -1.26548  C4 1.027
13 H 1.40772 -0.48916 -1.94864  C5 1.050
14 H -0.75086 0.87989 -3.26294  O6 1.072
15 H -2.29779 1.57842 0.21320  O17 0.919
16 H -0.94779 2.28242 0.72139  O17 0.892
17 O -1.58786 2.15370 0.11431  H15 0.919, H16 0.892
18 H 3.60959 0.05978 0.76462  O20 0.969
19 H 2.31675 -0.04423 1.39364  O20 0.990
20 O 3.21199 0.31966 1.60901  H18 0.969, H19 0.990

Results of the Löwdin charge analysis, in e, for atoms 1 through 4: atom 1 (C): -0.1185, atom 2 (C): -0.2088, atom 3 (C): -0.0970, atom 4 (C): -0.0703



(4)
The following is a DFT calculation (the ωB97M-V functional and the def2-TZVPD basis) of a 2-piece molecular cluster, C5H12O5 overall at a distorted geometry.

Results
* ΔE to the lowest compared entry with this formula, charge and spin: 2.435 eV
* SMILES string: CCC(O)(O)O.COC=O
* HOMO: -10.3 eV
* DFT total energy: -15614.6973 eV

Last columns: bonded neighbours and bond lengths (Å).
CARTESIAN COORDINATES (ANGSTROEM)
1 C 1.20775 0.66516 -0.81629  C2 1.531, O4 1.400, O5 1.408, O6 1.399
2 C 1.13303 0.60069 0.71172  C1 1.531, C3 1.524, H10 1.091, H11 1.091
3 C 1.91872 -0.56852 1.29261  C2 1.524, H12 1.089, H13 1.089, H14 1.090
4 O 0.49447 1.75199 -1.33464  C1 1.400, H7 0.972
5 O 0.70155 -0.54446 -1.32855  C1 1.408, H8 0.967
6 O 2.52835 0.81539 -1.25215  C1 1.399, H9 0.964
7 H -0.43645 1.68162 -1.06498  O4 0.972
8 H 0.89823 -0.56232 -2.27479  O5 0.967
9 H 2.59291 1.67309 -1.68748  O6 0.964
10 H 1.52757 1.54975 1.07862  C2 1.091
11 H 0.08281 0.54898 1.00305  C2 1.091
12 H 1.51147 -1.51583 0.94298  C3 1.089
13 H 2.96056 -0.51334 0.98168  C3 1.089
14 H 1.87492 -0.55194 2.38114  C3 1.090
15 C -1.93965 -1.52552 0.27455  O17 1.367, H20 1.093, H21 1.095, H22 1.268
16 C -2.88376 0.36134 0.09860  O17 1.540, O18 1.198, H19 1.095
17 O -2.36741 -0.60019 1.18555  C15 1.367, C16 1.540
18 O -2.18101 1.15590 -0.45864  C16 1.198
19 H -3.87134 0.56134 0.52758  C16 1.095
20 H -1.02160 -1.25972 -0.25526  C15 1.093
21 H -2.00327 -2.55295 0.64771  C15 1.095
22 H -2.72787 -1.17045 -0.65301  C15 1.268

Results of the Löwdin charge analysis, in e, for atoms 1 through 4: atom 1 (C): -0.6918, atom 2 (C): -0.1468, atom 3 (C): -0.0793, atom 4 (O): 0.0412



(5)
The following is a DFT calculation (the ωB97M-V functional and the def2-TZVPD basis) of one molecule with the formula C5H12OS at a distorted geometry.

Results
* ΔE to the lowest compared entry with this formula, charge and spin: 1.914 eV
* SMILES string: CC(C)(C)SCO
* HOMO: -8.8 eV
* DFT total energy: -18260.5515 eV

Last columns: bonded neighbours and bond lengths (Å).
CARTESIAN COORDINATES (ANGSTROEM)
1 C -0.66778 -0.89969 0.96893  C5 1.513, H8 1.024, H9 1.138, H10 1.071
2 C -1.59348 1.36054 0.02606  C5 1.555, H11 1.134, H12 1.191, H13 1.079
3 C -0.42332 -0.23440 -1.52989  C5 1.530, H14 1.152, H15 1.106, H16 1.065
4 C 2.24415 -0.06715 0.55885  O6 1.414, S7 1.809, H17 1.151, H18 1.023
5 C -0.56707 0.19690 -0.06878  C1 1.513, C2 1.555, C3 1.530, S7 1.898
6 O 2.48724 -0.93705 -0.52917  C4 1.414, H19 1.002
7 S 1.01130 1.21195 0.21552  C4 1.809, C5 1.898
8 H 0.06747 -1.60380 0.85430  C1 1.024
9 H -0.57077 -0.63435 2.07151  C1 1.138
10 H -1.61283 -1.37191 0.79350  C1 1.071
11 H -1.13902 2.38058 -0.17210  C2 1.134
12 H -1.97586 1.29362 1.15178  C2 1.191
13 H -2.52842 1.14936 -0.46863  C2 1.079
14 H -0.62751 0.84598 -1.87357  C3 1.152
15 H 0.57270 -0.55209 -1.89229  C3 1.106
16 H -1.33792 -0.76232 -1.66801  C3 1.065
17 H 2.01585 -0.61383 1.54607  C4 1.151
18 H 3.07698 0.46665 0.81794  C4 1.023
19 H 1.56829 -1.22899 -0.80202  O6 1.002

Results of the Löwdin charge analysis, in e, for atoms 1 through 4: atom 1 (C): -0.1052, atom 2 (C): -0.1501, atom 3 (C): -0.0997, atom 4 (C): -0.5597



(6)
The following is a DFT calculation (the ωB97M-V functional and the def2-TZVPD basis) of one molecule with the formula C5H12S at a distorted geometry.

Results
* ΔE to the lowest compared entry with this formula, charge and spin: 1.433 eV
* SMILES string: CCCCSC
* HOMO: -8.3 eV
* DFT total energy: -16213.3424 eV

Last columns: bonded neighbours and bond lengths (Å).
CARTESIAN COORDINATES (ANGSTROEM)
1 C 2.33877 -0.15165 -1.68817  C2 1.495, H7 1.117, H8 1.069, H9 1.140
2 C 1.30416 -1.08709 -1.15044  C1 1.495, C3 1.617, H10 1.152, H11 1.071
3 C -0.17893 -0.50411 -1.42421  C2 1.617, C4 1.510, H12 1.154, H13 1.070
4 C -1.07525 -0.49860 -0.20954  C3 1.510, S5 1.845, H14 1.075, H15 1.088
5 S -0.33363 0.63404 1.04465  C4 1.845, C6 1.816
6 C -1.65684 0.90750 2.25755  S5 1.816, H16 1.138, H17 0.997, H18 1.101
7 H 2.77344 0.49784 -0.89040  C1 1.117
8 H 3.22588 -0.48142 -2.18625  C1 1.069
9 H 1.82005 0.68323 -2.26614  C1 1.140
10 H 1.37241 -1.14512 -0.00166  C2 1.152
11 H 1.35080 -2.15421 -1.23470  C2 1.071
12 H -0.68827 -1.19500 -2.19480  C3 1.154
13 H 0.00535 0.40996 -1.94874  C3 1.070
14 H -2.05182 -0.21182 -0.55531  C4 1.075
15 H -1.30548 -1.44006 0.28489  C4 1.088
16 H -2.63421 0.37367 2.02373  C6 1.138
17 H -1.80372 1.88803 2.36584  C6 0.997
18 H -1.11780 0.63389 3.17800  C6 1.101

Results of the Löwdin charge analysis, in e, for atoms 1 through 4: atom 1 (C): -0.1317, atom 2 (C): -0.2717, atom 3 (C): -0.2789, atom 4 (C): -0.5075



(7)
The following is a DFT calculation (the ωB97M-V functional and the def2-TZVPD basis) of one molecule with the formula C5H12S at a distorted geometry.

Results
* ΔE to the lowest compared entry with this formula, charge and spin: 0.791 eV
* SMILES string: CCC[C@H](C)S
* HOMO: -9.0 eV
* DFT total energy: -16213.9846 eV

Last columns: bonded neighbours and bond lengths (Å).
CARTESIAN COORDINATES (ANGSTROEM)
1 C -1.93109 -0.65990 0.66142  C2 1.527, H6 1.067, H7 1.165, H8 1.110
2 C -1.49134 -0.55319 -0.79722  C1 1.527, C3 1.560, H9 1.136, H10 1.164
3 C -0.23921 0.37295 -0.71454  C2 1.560, C4 1.583, H11 1.101, H12 1.048
4 C 1.04416 0.02504 0.14352  C3 1.583, C5 1.531, H13 1.066, S18 1.818
5 C 1.93581 1.26930 0.09683  C4 1.531, H14 1.105, H15 1.034, H16 1.153
6 H -1.79413 0.24640 1.20682  C1 1.067
7 H -3.03455 -1.03064 0.60548  C1 1.165
8 H -1.29896 -1.41088 1.18026  C1 1.110
9 H -1.28690 -1.56008 -1.28219  C2 1.136
10 H -2.32642 0.01897 -1.37093  C2 1.164
11 H -0.67436 1.23631 -0.18806  C3 1.101
12 H 0.12443 0.74021 -1.62602  C3 1.048
13 H 0.76576 -0.19431 1.14939  C4 1.066
14 H 2.26600 1.34876 -0.95461  C5 1.105
15 H 2.67338 1.29098 0.82160  C5 1.034
16 H 1.17614 2.11046 0.30748  C5 1.153
17 H 2.12031 -1.76587 1.02616  S18 1.330
18 S 1.97098 -1.48451 -0.26539  C4 1.818, H17 1.330

Results of the Löwdin charge analysis, in e, for atoms 1 through 4: atom 1 (C): -0.1460, atom 2 (C): -0.2592, atom 3 (C): -0.2497, atom 4 (C): -0.7334



(8)
The following is a DFT calculation (the ωB97M-V functional and the def2-TZVPD basis) of one molecule with the formula C5H12S2 at a distorted geometry.

Results
* ΔE to the lowest compared entry with this formula, charge and spin: 0.247 eV
* SMILES string: CCCSSCC
* HOMO: -7.8 eV
* DFT total energy: -27049.9734 eV

Last columns: bonded neighbours and bond lengths (Å).
CARTESIAN COORDINATES (ANGSTROEM)
1 C -1.09221 -1.63271 -1.61384  C2 1.535, C3 1.530, H8 1.090, H9 1.093
2 C -2.46561 -1.63703 -0.92841  C1 1.535, H10 1.092, H11 1.092, H12 1.088
3 C -0.07403 -0.69886 -0.95562  C1 1.530, S4 1.819, H13 1.089, H14 1.088
4 S -0.63303 1.01481 -1.19781  C3 1.819, S5 2.067
5 S 0.71440 2.21152 -0.18460  S4 2.067, C6 1.829
6 C 1.31093 1.18205 1.20509  S5 1.829, C7 1.526, H15 1.082, H16 1.088
7 C 2.19859 2.07363 2.06882  C6 1.526, H17 1.086, H18 1.084, H19 1.094
8 H -0.67968 -2.64165 -1.61541  C1 1.090
9 H -1.24111 -1.26446 -2.63185  C1 1.093
10 H -2.37670 -1.53829 0.15553  C2 1.092
11 H -3.02896 -0.76079 -1.25553  C2 1.092
12 H -3.02901 -2.53512 -1.17248  C2 1.088
13 H 0.88010 -0.88070 -1.44760  C3 1.089
14 H 0.01711 -0.88833 0.11168  C3 1.088
15 H 1.92662 0.40251 0.77538  C6 1.082
16 H 0.44949 0.77260 1.72854  C6 1.088
17 H 2.97846 2.51376 1.45530  C7 1.086
18 H 1.60816 2.82650 2.57936  C7 1.084
19 H 2.53650 1.48057 2.92344  C7 1.094

Results of the Löwdin charge analysis, in e, for atoms 1 through 4: atom 1 (C): -0.3345, atom 2 (C): -0.1283, atom 3 (C): -0.5647, atom 4 (S): 0.4826



> Number 4 is which compound?

C5H12O5



> Which of these has the lowest ΔE to the lowest compared entry with this formula, charge and spin?

C5H12S2